# 1
A molecular structure, C22H24NO5Sn, computed with ωB97M-V/def2-TZVPD.

As for the total charge: -1. The calculation puts the frontier orbital gap (alpha / beta) at 4.329 / 5.473 eV. The molar mass is 501.1 g mol⁻¹. For the LUMO energy (alpha / beta), the calculation gives 1.180 / 1.179 eV.

Element x y z (Å)
1 Sn -0.2633 -0.1460 -0.3051
2 C 1.6919 0.6425 0.9470
3 C 2.0769 -0.3313 -0.0772
4 C 2.4475 0.4108 -1.2539
5 H 2.2730 -1.3884 0.1091
6 C 2.3319 1.7856 -0.9552
7 C 1.8937 1.9391 0.3789
8 H 1.8092 2.8801 0.9238
9 H 1.5706 0.4064 2.0063
10 H 2.8570 -0.0328 -2.1593
11 H 2.6028 2.5944 -1.6391
12 C -2.4203 0.7091 0.4114
13 C -2.0630 2.0346 0.8210
14 C -1.7841 2.7951 -0.3380
15 H -2.0943 2.3986 1.8472
16 C -1.9678 1.9910 -1.4842
17 C -2.3227 0.6573 -1.0441
18 H -2.7166 -0.1507 -1.6634
19 H -2.8799 -0.0646 1.0256
20 H -1.5190 3.8480 -0.3555
21 H -1.9563 2.3275 -2.5211
22 O -0.0380 -1.8585 -1.3159
23 C -0.3681 -0.3078 -4.5658
24 C 0.2343 -1.5644 -4.0699
25 C 0.4483 0.8957 -4.4274
26 C -1.8315 -0.2942 -4.5489
27 C 0.4620 -2.2461 -2.5893
28 H 1.2591 -1.5850 -4.4756
29 H -0.3042 -2.3644 -4.6001
30 H 0.0014 -3.2395 -2.6670
31 H 1.5578 -2.2735 -2.4501
32 H 0.4507 1.4911 -5.3493
33 H 1.4900 0.6462 -4.1679
34 H 0.0255 1.5188 -3.6191
35 H -2.2611 -0.2643 -5.5604
36 H -2.1659 0.5892 -3.9938
37 H -2.2015 -1.2105 -4.0527
38 O 0.9216 -2.9247 1.2476
39 C 0.0608 -2.1838 1.7332
40 O -0.9490 -1.5868 1.0805
41 C 0.0813 -1.6661 3.1372
42 C -0.9437 -0.7709 3.5144
43 C -0.7964 0.0256 4.6272
44 C 0.3197 -0.1813 5.4607
45 C 1.3175 -1.1270 5.1293
46 C 1.2024 -1.8711 3.9643
47 N 0.4923 0.6552 6.5975
48 O -0.3602 1.5440 6.8286
49 O 1.4952 0.4752 7.3247
50 H -1.8180 -0.6381 2.8793
51 H -1.5194 0.8095 4.8408
52 H 2.1919 -1.2253 5.7686
53 H 1.9780 -2.5736 3.6451

These are the natural (NBO) partial charges, in e, on atoms 1 to 4: Sn 1.77; C -0.42; C -0.44; C -0.31



# 2
A molecular structure, C8H13O, computed with ωB97M-V/def2-TZVPD.

As for the total charge: +1. The calculation puts the frontier orbital gap (alpha / beta) at 7.499 / 8.539 eV. The energy relative to the best compared isomer or geometry (same formula, charge and spin) comes out at 5.0001 eV. The molar mass is 125.2 g mol⁻¹. For the LUMO energy (alpha / beta), the calculation gives -5.100 / -4.977 eV.

Element x y z (Å)
1 C -1.3299 0.8711 1.1219
2 C -1.2206 -1.1719 -0.1139
3 C 0.4853 0.4139 1.5604
4 C -1.9156 -0.0086 0.2601
5 C 0.0709 -1.6830 0.4502
6 C -3.1652 0.2217 -0.4418
7 C 3.0895 0.2774 -0.0889
8 C 1.6305 0.0664 -0.5941
9 O 0.9643 -0.5336 0.5918
10 H -1.7907 1.5383 1.8111
11 H -1.6889 -1.8213 -0.7714
12 H 0.8666 1.4151 1.7093
13 H -0.0538 -2.0761 1.3945
14 H 0.4632 -2.5771 -0.1291
15 H -2.9741 0.2930 -1.4884
16 H -3.6422 1.1167 -0.1151
17 H -3.8998 -0.5227 -0.0741
18 H 2.9921 1.1708 0.5859
19 H 3.8176 0.3829 -0.8643
20 H 3.2676 -0.6675 0.4348
21 H 1.0732 0.9786 -0.7408
22 H 1.5236 -0.6718 -1.3297

These are the natural (NBO) partial charges, in e, on atoms 1 to 4: C -0.08; C -0.13; C 0.09; C -0.10



# 3
A molecular structure, CHBrN4O, computed with ωB97M-V/def2-TZVPD.

The calculation puts the frontier orbital gap at 8.399 eV. The energy relative to the best compared isomer or geometry (same formula, charge and spin) comes out at 1.3227 eV. The molar mass is 164.9 g mol⁻¹. For the LUMO energy, the calculation gives -1.512 eV.

Element x y z (Å)
1 C -0.1998 0.3977 -0.2605
2 N 0.4297 -0.4391 -1.0714
3 N 0.1703 -0.6272 1.2454
4 N 0.9985 -1.4344 -0.6988
5 N 0.8488 -1.4310 0.8017
6 O -1.4003 0.8466 -0.5292
7 Br 1.0874 1.9715 0.1062
8 H -1.9345 0.7160 0.4065

These are the natural (NBO) partial charges, in e, on atoms 1 to 4: C 0.41; N -0.16; N -0.09; N 0.07



# 4
2 unconnected molecules or ions with the total composition C4H13NS, computed with ωB97M-V/def2-TZVPD.

As for the total charge: -1. The calculation puts the frontier orbital gap (alpha / beta) at 2.578 / 8.366 eV. The energy relative to the best compared isomer or geometry (same formula, charge and spin) comes out at 0.2244 eV. The spin multiplicity is 2. The molar mass is 107.2 g mol⁻¹. For the LUMO energy (alpha / beta), the calculation gives 3.624 / 3.591 eV.

Element x y z (Å)
1 C -2.0732 2.0781 -2.4556
2 C -1.0400 1.3002 -1.6678
3 N -1.4338 1.0567 -0.2629
4 H -1.7588 2.2307 -3.4965
5 H -3.0369 1.5626 -2.4646
6 H -2.2513 3.0658 -2.0228
7 H -0.8415 0.3243 -2.1090
8 H -0.0829 1.8230 -1.6468
9 H -1.6192 1.9650 0.1768
10 H -0.2357 0.3562 0.3786
11 H -2.3353 0.5768 -0.2612
12 C 1.9189 -2.5633 1.7722
13 C 0.7301 -1.6450 1.5488
14 S 1.1750 -0.1496 0.6158
15 H 2.7045 -2.0615 2.3396
16 H 2.3422 -2.8698 0.8145
17 H 1.6157 -3.4562 2.3231
18 H 0.2861 -1.3453 2.4990
19 H -0.0412 -2.1677 0.9807

These are the natural (NBO) partial charges, in e, on atoms 1 to 4: C -0.97; C -0.38; N -0.97; H 0.19



# 5
C5H7NO2 in the gas phase, computed with ωB97M-V/def2-TZVPD.

As for the SMILES: CO/N=C1/CC=CO1. The calculation puts the frontier orbital gap at 9.374 eV. The energy relative to the best compared isomer or geometry (same formula, charge and spin) comes out at 4.5017 eV. The molar mass is 113.1 g mol⁻¹. For the LUMO energy, the calculation gives 0.972 eV.

Element x y z (Å)
1 C 3.1769 0.0397 0.1557
2 C -0.2445 0.2511 -0.2127
3 C -1.3615 1.2500 -0.0121
4 C -2.5098 0.3101 0.0795
5 C -2.0296 -0.9888 0.1001
6 H 3.5924 0.6087 -0.7593
7 H 3.9751 -0.6228 0.6445
8 H 2.9636 0.9256 1.0749
9 H -1.1661 1.8622 0.8407
10 H -1.2816 2.0553 -0.7729
11 H -3.5773 0.6122 0.3844
12 H -2.3761 -1.9549 0.0827
13 N 0.9463 0.5373 -0.0891
14 O 1.8326 -0.4891 -0.1433
15 O -0.7005 -1.0633 -0.0485

These are the natural (NBO) partial charges, in e, on atoms 1 to 4: C -0.28; C 0.48; C -0.51; C -0.31



# 6
A molecular structure, C18H20MnN4OS6, computed with ωB97M-V/def2-TZVPD.

As for the total charge: -2. The calculation puts the frontier orbital gap (alpha / beta) at 4.716 / 5.076 eV. The energy relative to the best compared isomer or geometry (same formula, charge and spin) comes out at 4.8950 eV. The spin multiplicity is 6. The molar mass is 555.7 g mol⁻¹. For the LUMO energy (alpha / beta), the calculation gives 3.691 / 3.686 eV.

Element x y z (Å)
1 Mn -0.1076 0.9301 0.6121
2 S -0.6788 0.6352 2.6949
3 S -0.1704 4.7691 1.8865
4 S -0.7534 3.9956 -1.3000
5 S 0.0598 1.0662 -1.7947
6 S 2.4569 1.0237 0.9603
7 C 2.8249 2.5375 0.2529
8 C 4.1706 2.8226 -0.1133
9 C 4.5650 4.0418 -0.6065
10 C 5.9616 4.2303 -0.9438
11 N 7.0718 4.3649 -1.2148
12 C 3.6319 5.0845 -0.7835
13 C 2.3098 4.8296 -0.4601
14 C 1.9215 3.5927 0.0272
15 S 0.1598 3.4479 0.4102
16 C 4.0298 6.3748 -1.2770
17 N 4.3486 7.4088 -1.6726
18 H 4.9011 2.0347 0.0125
19 H 1.5530 5.5945 -0.5856
20 C -4.8096 0.5978 0.1547
21 C -4.7747 1.8770 0.9945
22 C -3.4037 2.4551 0.6494
23 O -2.6013 1.3297 0.2992
24 C -3.3593 0.1379 0.2581
25 H -5.0619 0.8283 -0.8837
26 H -5.5157 -0.1467 0.5289
27 H -4.8179 1.6220 2.0558
28 H -5.5874 2.5704 0.7711
29 H -2.9234 2.9656 1.4867
30 H -3.4290 3.1359 -0.2046
31 H -3.1796 -0.4286 1.1811
32 H -3.0184 -0.4480 -0.5983
33 N -0.1775 -1.0908 0.3218
34 C -0.0578 -2.2208 0.1648
35 N 0.0839 -3.5274 -0.0135
36 C -0.4781 -4.4281 0.9932
37 C -0.8381 -5.7444 0.3232
38 C 0.3742 -6.3252 -0.4033
39 C 0.9521 -5.3192 -1.3976
40 C 1.2808 -4.0083 -0.7022
41 H -1.3372 -3.9376 1.4464
42 H 0.2636 -4.5989 1.7862
43 H -1.6458 -5.5649 -0.3919
44 H -1.2119 -6.4443 1.0742
45 H 0.1061 -7.2543 -0.9115
46 H 1.1438 -6.5800 0.3348
47 H 0.2233 -5.1217 -2.1886
48 H 1.8528 -5.7158 -1.8711
49 H 1.6088 -3.2370 -1.3962
50 H 2.0830 -4.1620 0.0335

These are the natural (NBO) partial charges, in e, on atoms 1 to 4: Mn 0.80; S -0.82; S -0.58; S -0.49